Formula: C5H8O2
Source: OMol25
Level of theory: the ωB97M-V functional and the def2-TZVPD basis

The value obtained for the HOMO-LUMO gap is 0.3767 Ha. As for the relative energy (zero: lowest compared OMol25 entry of this formula, charge and spin): 479.4 kJ/mol. The total energy is -345.6224 Eh. The calculation puts the LUMO energy at 0.68 eV.

```
! RIJCOSX wB97M-V def2-TZVPD def2/J DEFGRID3
* xyz 0 1
O 2.09886 0.31676 0.19721
C 1.36122 -0.81881 -0.20754
C 0.27388 -1.04640 0.81679
C -1.03161 1.67993 0.00397
C -1.91659 1.05518 -0.76508
C -0.89158 -1.91869 0.50083
O 0.06075 -2.43695 1.21091
H 2.80260 0.46787 -0.44555
H 1.99118 -1.72045 -0.25013
H 0.91679 -0.67197 -1.20623
H 0.22465 -0.33749 1.64168
H -1.29764 2.04662 0.99313
H 0.00472 1.82100 -0.29580
H -1.65527 0.67424 -1.74999
H -2.94197 0.88916 -0.44421
*
```

These are the natural (NBO) partial charges, in e, on atoms 1 to 2: -0.7146 -0.1023

=====

Formula: C4H9O2S
Source: OMol25
Level of theory: the ωB97M-V functional and the def2-TZVPD basis

The value obtained for the HOMO-LUMO gap is 0.2826 Ha. As for the relative energy (zero: lowest compared OMol25 entry of this formula, charge and spin): 25.1 kJ/mol. The total energy is -706.5384 Eh. The calculation puts the LUMO energy at 3.48 eV.

```
! RIJCOSX wB97M-V def2-TZVPD def2/J DEFGRID3
* xyz -1 1
O -0.19129 -1.43782 -1.14040
C -0.13195 -1.88619 0.03053
O 0.26905 -1.26819 1.04009
C -0.62273 -3.34006 0.14842
H -0.51750 -3.75302 1.15143
H -1.66112 -3.35296 -0.18703
H -0.07285 -3.95648 -0.56449
C 1.46992 1.29478 -0.35917
S 0.22533 2.52557 0.07380
C -1.20091 1.38562 0.18748
H 1.25882 0.78763 -1.29854
H 1.53892 0.51126 0.39127
H 2.42882 1.81999 -0.41221
H -2.05013 1.96288 0.55397
H -1.38860 0.95002 -0.79059
H -0.96230 0.56722 0.86750
*
```

These are the natural (NBO) partial charges, in e, on atoms 1 to 2: -0.8061 0.7627

=====

Formula: C5H12N3
Source: OMol25
Level of theory: the ωB97M-V functional and the def2-TZVPD basis

The value obtained for the HOMO-LUMO gap is 0.3689 Ha. As for the relative energy (zero: lowest compared OMol25 entry of this formula, charge and spin): 436.5 kJ/mol. The total energy is -361.6019 Eh. The calculation puts the LUMO energy at -3.72 eV.

```
! RIJCOSX wB97M-V def2-TZVPD def2/J DEFGRID3
* xyz 1 1
C -2.22687 -0.25195 -1.07767
C 1.41656 -1.51012 0.53124
C -1.03324 0.34697 -0.72014
C -0.45271 1.52801 -1.57015
C -0.22628 1.04251 1.57787
N 0.96702 -0.38763 0.10392
N 2.70368 -1.86430 0.47791
N -0.32082 -0.04377 0.47922
H -2.63174 -1.14446 -0.73480
H -2.87425 0.20305 -1.83100
H 0.62942 -2.23932 0.99470
H -0.08692 2.29210 -0.83349
H -1.28453 1.88196 -2.23982
H 0.54356 1.15615 -2.06676
H 0.21942 0.68466 2.48461
H 0.50802 1.78008 1.08092
H -1.30141 1.45921 1.72819
H 2.92629 -2.74223 0.24008
H 3.42014 -1.06546 0.35968
H -0.89535 -1.12547 1.01549
*
```

These are the natural (NBO) partial charges, in e, on atoms 1 to 2: -0.3525 0.3189

=====

Formula: C4H11N2O
Source: OMol25
Level of theory: the ωB97M-V functional and the def2-TZVPD basis

The value obtained for the HOMO-LUMO gap is 0.4156 Ha. The structure (SMILES) is C[C@@H](O)CC(N)=[NH2+]. As for the relative energy (zero: lowest compared OMol25 entry of this formula, charge and spin): 196.7 kJ/mol. The total energy is -343.4892 Eh. The calculation puts the LUMO energy at -3.24 eV.

```
! RIJCOSX wB97M-V def2-TZVPD def2/J DEFGRID3
* xyz 1 1
C 1.83786 -1.47844 0.76737
C 0.50603 -0.62717 0.83139
O 0.66095 0.48647 1.75638
C 0.26052 -0.13556 -0.56547
C -1.20705 0.79819 -0.76746
N -1.70730 0.75193 -2.04405
N -1.77037 1.17643 0.32153
H 1.62325 -2.55028 1.00371
H 2.21618 -1.34460 -0.26936
H 2.70368 -1.12278 1.47159
H -0.22515 -1.33564 1.30942
H 1.41865 1.06278 1.58208
H 0.10453 -0.99200 -1.22322
H 1.02061 0.54928 -0.77489
H -1.10330 0.55699 -2.95440
H -2.58183 1.27311 -2.12455
H -1.22327 1.06652 1.24878
H -2.53398 1.86477 0.43113
*
```

These are the natural (NBO) partial charges, in e, on atoms 1 to 2: -0.6392 0.0504

=====

Formula: C3H5LiO4
Source: OMol25
Level of theory: the ωB97M-V functional and the def2-TZVPD basis

The value obtained for the HOMO-LUMO gap (spin up / spin down) is 0.1685 / 0.1723 Ha. As for the relative energy (zero: lowest compared OMol25 entry of this formula, charge and spin): 190.0 kJ/mol. The total energy is -425.7795 Eh. The calculation puts the LUMO energy (spin up / spin down) at 1.72 / 1.57 eV.

```
! RIJCOSX wB97M-V def2-TZVPD def2/J DEFGRID3
* xyz -1 2
O -1.40559 0.25750 0.70802
Li -1.36175 2.08553 1.41547
O -2.09169 2.01986 -0.34205
C -2.11982 0.75072 -0.36271
O -2.45198 -0.00558 -1.27303
C -0.47823 -1.02395 0.53261
C 0.68890 -0.80542 1.41716
H -1.08234 -1.90248 0.79803
H -0.19680 -1.06767 -0.53386
H 0.64880 -1.22207 2.42607
H 1.15069 0.18620 1.39032
O 2.43247 -2.38743 0.45842
H 2.27839 -1.61614 -0.09449
*
```

These are the natural (NBO) partial charges, in e, on atoms 1 to 2: -0.7268 0.9364

=====

Formula: C42H61ClGe2InN8OP
Source: OMol25
Level of theory: the ωB97M-V functional and the def2-TZVPD basis

The value obtained for the HOMO-LUMO gap is 0.2799 Ha. As for the relative energy (zero: lowest compared OMol25 entry of this formula, charge and spin): 0.0 kJ/mol. The total energy is -7295.8845 Eh. The calculation puts the LUMO energy at -0.28 eV.

```
! RIJCOSX wB97M-V def2-TZVPD def2/J DEFGRID3
* xyz 0 1
In 0.90128 -1.22788 -0.58914
C 4.64961 0.53835 1.44263
C 4.77006 -0.22835 2.59946
C 3.97160 -1.33510 2.75429
C 3.06562 -1.69194 1.74431
N 2.91193 -0.91050 0.66638
C 3.69382 0.16583 0.52618
N 2.39721 -2.88742 1.93119
C 1.93122 -3.57062 0.94133
N 1.84283 -3.21465 -0.38568
C 1.57505 -4.35011 -1.12009
N 1.58720 -4.54558 -2.38350
C 2.05601 -3.59420 -3.27070
C 2.15907 -4.00347 -4.60932
C 2.67619 -3.13608 -5.54154
C 3.08908 -1.87187 -5.12658
C 2.93548 -1.55048 -3.79298
N 2.42384 -2.37503 -2.87776
C 1.32571 -5.47459 -0.17999
C 1.00192 -6.79801 -0.40381
C 0.81911 -7.60901 0.71027
C 0.98533 -7.10630 2.00109
C 1.35046 -5.78163 2.21280
C 1.50708 -4.98149 1.09800
H 5.26884 1.40644 1.26611
H 5.48698 0.04016 3.36390
H 4.03085 -1.97187 3.62378
H 3.52917 0.75169 -0.37177
H 1.83298 -5.00033 -4.86487
H 2.76719 -3.43457 -6.57743
H 3.51727 -1.15999 -5.81684
H 3.23361 -0.57356 -3.42941
H 0.88789 -7.17420 -1.41087
H 0.54897 -8.64818 0.57712
H 0.83727 -7.76206 2.84902
H 1.50858 -5.38644 3.20627
C -3.94717 3.14147 -0.39733
C -2.86875 2.69522 0.58703
Ge -1.19593 3.71327 0.37485
C -0.90280 4.35732 -1.47018
C -1.36179 5.80273 -1.65363
C -1.21950 5.25514 1.61501
C -0.20537 5.09307 2.48648
Ge 0.73597 3.46182 1.84185
C 2.36127 3.93530 0.81662
C 3.61648 4.33722 1.58751
C 1.00094 1.99302 3.12509
C 1.84406 2.31243 4.35875
C 0.11070 5.98328 3.62484
C 1.35392 5.91834 4.24797
C 1.67502 6.75263 5.30788
C 0.74577 7.66818 5.77526
C -0.50490 7.73738 5.17484
C -0.81791 6.90416 4.11544
H -4.88375 2.60184 -0.24061
H -3.63629 2.96823 -1.42846
H -4.16565 4.20584 -0.29707
H -2.65456 1.63291 0.47224
H -3.19324 2.84906 1.61767
H -1.41430 3.69240 -2.16518
H 0.16407 4.26925 -1.68400
H -2.43340 5.90509 -1.47766
H -1.16001 6.15945 -2.66568
H -0.85525 6.47194 -0.95822
H -1.89308 6.10958 1.65850
H 2.04916 4.75453 0.16369
H 2.57326 3.08617 0.15927
H 3.45366 5.24868 2.16161
H 4.45226 4.52964 0.91175
H 3.93048 3.55944 2.28416
H 1.43587 1.15931 2.57037
H 0.00439 1.66737 3.42919
H 2.84660 2.64707 4.09348
H 1.95394 1.42732 4.98820
H 1.38486 3.09241 4.96531
H 2.08121 5.19885 3.89506
H 2.64993 6.68313 5.77059
H 0.98828 8.31653 6.60570
H -1.24185 8.44036 5.54079
H -1.80132 6.95779 3.66636
C -0.24248 -0.73919 1.19519
H -0.25544 0.34513 1.32589
H 0.16541 -1.19647 2.09638
H -1.26754 -1.07942 1.05278
Cl -1.16729 0.82719 -1.81651
C 0.48487 0.20694 -2.19020
H 1.12833 1.08207 -2.23581
H 0.43135 -0.25284 -3.16901
C -4.04035 -0.47997 -1.55268
N -3.62683 -1.82606 -1.19530
C -4.06390 -2.24315 0.13027
P -2.38864 -2.68045 -1.87405
O -1.03813 -2.57366 -1.25446
N -2.37062 -2.14678 -3.44625
C -3.54475 -2.23646 -4.29730
C -1.13413 -2.36937 -4.18815
N -2.87575 -4.26012 -1.73697
C -4.21457 -4.69542 -2.07228
C -2.02281 -5.30283 -1.20889
H -3.85243 0.20856 -0.72376
H -5.11248 -0.45735 -1.77986
H -3.48280 -0.12072 -2.41116
H -3.83574 -1.46309 0.86214
H -3.54917 -3.15213 0.43765
H -5.14211 -2.43154 0.14456
H -3.49602 -1.45448 -5.05876
H -4.45909 -2.09540 -3.72801
H -3.59793 -3.20493 -4.80822
H -0.30253 -2.49158 -3.50019
H -0.92914 -1.51436 -4.83740
H -1.20547 -3.26786 -4.81047
H -4.83873 -3.85001 -2.34818
H -4.68008 -5.18941 -1.21220
H -4.20405 -5.40806 -2.90314
H -1.06744 -4.87989 -0.92734
H -1.85386 -6.08891 -1.95160
H -2.47931 -5.76111 -0.32391
*
```

These are the Mulliken partial charges, in e, on atoms 1 to 2: 2.1988 -0.8849

=====

What is the formula in the third record? C5H12N3